H2INO3P as an isolated structure at a distorted geometry. Source: the OMol25 dataset; level of theory: ωB97M-V/def2-TZVPD.

Properties
net charge: -1
E_tot: -920.8807 Ha
HOMO-LUMO gap: 0.2928 Ha
maximum force: 2.5 eV/Å
HOMO energy: -5.14 eV
energy above the lowest of the compared OMol25 structures with the same formula, charge and spin: 1.4 kcal per mole
multiplicity: 1

Element x y z (Å)
1 N 0.589 1.105 -0.737
2 O 0.131 0.516 1.812
3 O 0.188 -1.289 -0.116
4 O -1.796 0.396 -0.025
5 P -0.397 0.275 0.430
6 I -0.736 -2.811 0.619
7 H 1.550 1.298 -0.487
8 H 0.472 0.510 -1.497

Forces on atoms 1 to 6 (eV/Å):
-0.82 0.82 2.19
-0.62 -0.24 -0.85
-0.18 1.08 0.28
-0.29 -0.24 0.27
1.96 0.40 -0.06
-0.30 -0.59 0.24

Here are the Löwdin charges for atoms 1 to 5, given in e: -0.0816 -0.4066 -1.0115 -0.3966 0.0997